ORCA calculation (ωB97M-V/def2-TZVPD) on a structure of composition C61H144BBeN8O27.

Values from the calculation:
E_HOMO	-9.41	eV
maximum force	4.89	eV/Å
net charge	+1
DFT total energy	-133854.22064	eV
LUMO energy	-8.077	eV
orbital gap	1.34	eV

Geometry as XYZ:
```
242
Properties=species:S:1:pos:R:3:forces:R:3:lowdin_charge:R:1
Be 23.838350 -15.428630 10.051700 -4.436 -1.225 -1.659 1.242
O 18.850620 -21.337110 8.036930 0.733 1.269 1.028 0.136
C 18.912160 -20.443800 8.861450 -0.238 -2.410 -1.419 -0.378
O 19.953120 -20.079740 9.595800 0.682 -0.115 -0.110 0.223
B 19.619140 -18.914070 10.422920 -1.169 -0.975 -0.269 -0.868
O 18.228280 -18.648260 10.041420 -1.069 -0.008 0.004 0.195
C 17.724100 -19.615820 9.233730 -2.720 1.441 -0.038 -0.311
O 16.552880 -19.731770 8.854680 3.458 0.449 1.126 0.132
O 20.501700 -17.756870 10.098360 0.085 0.205 2.108 0.214
C 21.008120 -17.310430 11.244240 1.408 -0.243 -1.750 -0.297
O 21.918720 -16.476760 11.261760 -0.063 -0.049 0.551 0.049
C 20.467830 -18.177520 12.458590 -1.176 -0.417 1.292 -0.307
O 19.740580 -19.185760 11.906140 1.354 2.012 -0.503 0.218
O 20.610140 -17.958150 13.648120 0.145 -0.287 -2.646 0.137
C 22.883810 -20.829870 14.888040 1.555 0.571 -0.059 -0.036
C 23.669400 -20.018240 15.943920 -2.353 -0.470 1.867 -0.455
C 22.778010 -18.971890 16.595750 -0.582 1.780 -1.057 -0.073
O 23.873820 -20.894230 17.046310 0.974 -1.258 0.004 -0.070
H 23.572750 -21.583700 14.506970 -0.116 -0.179 -0.179 0.065
H 22.627090 -20.151540 14.074370 -0.244 -0.104 -0.104 0.060
H 22.003230 -21.343710 15.273560 0.085 0.352 0.249 0.088
H 24.637630 -19.606260 15.659480 -0.139 0.034 -0.717 0.135
H 21.857490 -19.315270 17.067780 0.274 -0.815 -0.026 0.091
H 22.391760 -18.259490 15.866770 0.166 0.260 -0.283 0.046
H 23.287310 -18.367040 17.346000 0.318 -0.089 0.059 0.081
H 24.273560 -20.367140 17.742000 0.040 -0.126 0.197 0.083
C 19.190980 -25.170430 8.078880 -0.064 1.237 1.503 -0.028
C 18.870950 -24.371620 9.389090 -1.946 0.402 -1.071 -0.487
C 17.385230 -23.910830 9.442340 0.479 -0.292 -0.814 -0.060
O 19.093120 -25.185240 10.508230 0.753 -0.848 0.227 -0.047
H 20.251080 -25.403210 8.179360 -0.133 -0.714 -0.336 0.072
H 19.070370 -24.530830 7.204540 -0.059 0.165 0.080 0.060
H 18.494020 -26.003210 7.984910 0.448 -0.260 0.085 0.082
H 19.478950 -23.468240 9.437480 0.349 0.036 -0.124 0.108
H 16.707020 -24.760270 9.361180 0.127 -0.265 0.366 0.082
H 17.111970 -23.302780 8.579960 0.242 0.398 0.115 0.049
H 17.189200 -23.368210 10.367120 -0.099 0.085 0.004 0.079
H 18.872350 -24.703780 11.308890 -0.063 0.082 -0.019 0.087
C 11.853770 -22.173310 8.185740 0.392 1.008 -0.777 -0.051
C 12.974790 -22.561070 7.186860 0.217 -2.223 2.590 -0.397
C 14.379280 -22.527860 7.901500 -0.451 0.286 -1.210 -0.058
O 12.721290 -23.977320 6.858810 0.071 1.360 -0.235 -0.072
H 11.589540 -22.887150 8.965950 0.382 -0.395 -0.386 0.087
H 10.949320 -21.884010 7.650610 -0.136 -0.226 -0.014 0.061
H 12.188260 -21.274990 8.704620 0.000 0.150 0.114 0.054
H 12.959750 -21.963810 6.275180 -0.019 0.173 0.110 0.123
H 14.661400 -21.532020 8.243290 -0.074 0.104 -0.003 0.053
H 15.112000 -22.823930 7.150800 0.215 0.016 -0.038 0.053
H 14.517250 -23.232120 8.721910 -0.649 -0.014 0.024 0.077
H 13.237830 -24.143930 6.066960 0.061 -0.300 -0.131 0.074
C 23.194410 -13.257020 15.715670 0.906 -0.462 -0.261 -0.067
O 22.990810 -14.154410 14.591470 0.773 1.513 1.324 -0.181
C 21.714760 -14.698170 14.564360 -0.958 -1.570 -0.665 -0.242
C 21.295140 -15.512290 15.818870 0.530 0.987 -0.193 -0.171
N 20.716320 -14.721550 16.889360 -0.987 0.219 0.407 -0.042
C 19.344500 -14.316470 16.631730 -0.674 -0.592 -0.697 -0.220
C 19.067120 -13.010320 17.319190 0.029 -0.471 1.313 -0.210
O 20.013170 -12.040090 16.953220 0.427 -0.029 0.068 -0.191
C 19.801210 -11.373430 15.748120 -0.108 1.327 -0.061 -0.116
H 22.508200 -12.413680 15.793070 -0.276 -0.081 -0.459 0.077
H 24.215230 -12.884760 15.629380 -0.084 0.125 -0.242 0.087
H 23.179810 -13.768140 16.678290 -0.188 -0.349 -0.071 0.086
H 21.744880 -15.355460 13.695360 0.040 -0.522 0.023 0.090
H 20.962710 -13.978780 14.240320 -0.300 0.576 0.593 0.099
H 22.166560 -16.055920 16.183820 0.226 0.155 0.024 0.104
H 20.593840 -16.305140 15.558730 -0.194 0.193 -0.177 0.096
H 21.122580 -13.833460 17.146900 1.156 -0.395 -0.425 0.075
H 18.675790 -15.118520 16.944220 -0.344 0.104 0.315 0.127
H 19.106330 -14.161750 15.579380 0.331 -0.088 -0.436 0.079
H 19.252410 -13.183820 18.379220 -0.006 0.158 0.227 0.130
H 18.037750 -12.655930 17.265360 -0.136 0.035 -0.464 0.126
H 19.012950 -10.631250 15.874300 -0.543 -0.052 -0.053 0.089
H 19.583070 -11.961600 14.856720 0.110 -0.458 0.112 0.073
H 20.673030 -10.739510 15.586350 0.266 -0.296 -0.213 0.087
C 16.915840 -13.331220 14.057940 0.187 -1.216 0.269 -0.073
O 18.169610 -13.752380 13.506170 -0.203 1.572 0.034 -0.220
C 18.265210 -15.086410 13.097180 -0.032 -0.460 1.180 -0.252
C 17.288400 -15.566640 12.047930 1.290 1.271 0.063 -0.171
N 17.548240 -14.853270 10.775290 -0.321 -0.836 0.250 -0.034
C 16.734720 -15.392530 9.683810 -0.996 0.697 0.003 -0.161
C 15.249540 -14.895270 9.893580 0.617 -1.336 0.016 -0.203
O 15.282560 -13.486770 9.955810 0.284 -0.514 -0.786 -0.205
C 14.057410 -12.847210 10.220840 0.063 0.194 0.286 -0.092
H 17.017920 -12.440270 14.677510 0.274 0.533 -0.958 0.085
H 16.546730 -14.008510 14.828100 0.112 -0.805 -0.014 0.093
H 16.155650 -13.338960 13.276820 -0.111 0.745 0.075 0.080
H 18.132800 -15.693950 13.992420 -0.260 -0.447 0.259 0.121
H 19.315310 -15.247540 12.853410 0.050 0.095 -0.529 0.098
H 16.301660 -15.342240 12.453010 -0.313 -0.656 -0.151 0.110
H 17.531620 -16.627330 11.985630 -0.631 -0.176 -0.457 0.124
H 17.084520 -13.958550 10.842520 0.619 0.772 0.612 0.084
H 16.850900 -16.474960 9.629570 -0.315 0.005 -0.087 0.103
H 17.135460 -14.929510 8.782080 -0.183 -0.191 -0.329 0.090
H 14.881820 -15.344820 10.815970 0.062 0.230 0.634 0.111
H 14.517650 -15.309440 9.200110 0.182 0.387 -0.802 0.108
H 13.185250 -13.206930 9.674910 0.194 -0.436 -0.331 0.090
H 14.210340 -11.810110 9.922250 -0.133 0.049 0.407 0.093
H 13.844990 -12.970940 11.282760 -0.235 0.383 0.176 0.088
C 18.219420 -14.360100 5.825450 0.353 -0.084 -1.441 -0.092
O 18.874800 -15.609300 5.995830 0.636 1.466 -0.404 -0.209
C 18.077150 -16.686380 5.621560 -0.774 -1.655 1.163 -0.236
C 18.844100 -17.924810 6.071890 -0.691 1.212 -0.950 -0.191
N 19.883760 -18.235490 5.080310 -0.375 -1.108 1.454 -0.001
C 20.511760 -19.481830 5.547320 -0.816 0.214 -1.874 -0.201
C 21.513140 -20.020350 4.544790 -0.542 0.023 1.804 -0.221
O 22.569290 -19.110200 4.553920 1.445 0.522 -0.888 -0.190
C 23.731170 -19.727870 4.008670 0.014 -0.596 0.236 -0.085
H 17.607590 -14.090830 6.686410 0.023 0.144 -0.131 0.083
H 17.677730 -14.355340 4.879600 -1.017 -0.490 0.227 0.092
H 18.919570 -13.601350 5.475890 0.646 0.224 1.138 0.083
H 17.767800 -16.777140 4.580330 0.460 0.461 -0.338 0.135
H 17.155220 -16.648170 6.201790 -0.365 0.059 0.163 0.111
H 18.163460 -18.755880 6.256700 -0.003 -0.299 -0.790 0.107
H 19.119820 -17.666610 7.094340 0.999 0.012 0.364 0.109
H 20.567750 -17.502180 4.959840 -0.113 0.209 0.120 0.087
H 19.672720 -20.177410 5.564230 0.197 -0.289 0.511 0.098
H 20.961810 -19.378800 6.534710 0.153 -0.184 0.277 0.105
H 21.092420 -20.204500 3.556260 -0.021 0.109 -0.088 0.139
H 21.860500 -20.941650 5.012380 0.133 -0.553 -0.356 0.109
H 24.595890 -19.065550 3.967620 -0.342 0.257 0.047 0.093
H 23.563290 -20.186540 3.034230 -0.235 0.448 -0.383 0.095
H 23.979940 -20.590090 4.627370 0.224 -0.021 0.363 0.058
C 23.696960 -19.187400 9.472520 -0.736 -0.416 -0.605 -0.002
O 23.323920 -17.810750 9.066300 1.533 0.549 0.129 -0.227
C 23.286960 -17.581250 7.622680 -1.492 -0.102 0.225 -0.157
C 22.166940 -16.575560 7.308380 0.756 -0.938 0.803 -0.156
N 22.710230 -15.216490 7.584630 -0.181 -1.261 1.648 -0.011
C 21.653780 -14.200770 7.662920 0.836 0.979 -0.389 -0.150
C 20.913670 -14.040550 9.005400 0.810 -1.281 -1.120 -0.154
O 21.880590 -13.843040 10.069200 0.224 -0.180 -1.089 -0.240
C 21.161580 -13.222520 11.127050 0.109 0.351 1.721 -0.073
H 24.594460 -19.615670 9.026230 0.085 0.879 -0.127 0.071
H 22.886180 -19.827470 9.124610 -0.173 0.120 -0.096 0.084
H 23.751000 -19.357750 10.547770 0.010 0.963 0.062 0.097
H 23.043970 -18.500090 7.089020 0.223 -0.265 0.226 0.114
H 24.189440 -17.149890 7.189610 0.547 -0.357 0.419 0.127
H 21.251560 -16.790420 7.859750 0.212 0.203 0.364 0.118
H 21.895570 -16.742310 6.265960 0.187 0.570 -0.276 0.118
H 23.297610 -15.048490 6.780360 0.486 0.610 0.195 0.129
H 21.052250 -14.441530 6.786390 -0.971 0.284 0.393 0.119
H 22.162490 -13.264020 7.435290 -0.118 0.225 0.093 0.131
H 20.296170 -14.920620 9.185010 0.034 -0.141 0.438 0.122
H 20.223690 -13.199080 8.942460 0.277 0.180 0.010 0.139
H 20.319930 -13.844970 11.430810 -0.116 0.069 -0.132 0.081
H 20.832180 -12.215230 10.872150 -0.160 -0.115 -0.511 0.109
H 21.793790 -13.064630 12.000830 0.317 -0.410 -0.101 0.094
C 15.072240 -18.863240 4.828650 0.758 -0.596 -1.062 -0.081
O 16.038420 -19.848750 4.386400 -0.434 0.512 0.235 -0.194
C 16.273160 -20.919200 5.311470 -0.267 1.243 -0.336 -0.209
C 17.368240 -21.842420 4.839070 -0.956 0.021 0.154 -0.226
N 16.920980 -22.765540 3.819130 0.998 -0.827 0.336 -0.042
C 18.088760 -23.558150 3.349100 -2.177 -0.091 -1.731 -0.178
C 17.648040 -24.392310 2.113630 0.004 0.092 -0.293 -0.207
O 17.191290 -23.550070 1.054780 0.198 0.996 1.162 -0.211
C 16.801130 -24.148130 -0.146830 0.339 0.186 -0.136 -0.117
H 14.130490 -19.270090 5.196980 0.060 -0.413 0.148 0.078
H 14.844200 -18.304500 3.920960 -0.035 0.135 0.101 0.090
H 15.478240 -18.172500 5.567660 0.201 -0.121 0.209 0.051
H 15.314250 -21.425300 5.423150 0.110 -0.415 0.284 0.107
H 16.584370 -20.480370 6.259450 -0.114 -0.072 0.369 0.096
H 17.629080 -22.381450 5.749840 0.400 -0.302 -0.068 0.109
H 18.233130 -21.286400 4.477260 0.242 0.421 0.210 0.105
H 16.503910 -22.251700 3.056160 0.147 -0.011 -0.304 0.107
H 18.417820 -24.252520 4.122200 0.064 0.154 0.083 0.115
H 18.898320 -22.919900 2.995030 0.376 0.181 0.241 0.108
H 16.849150 -25.096070 2.347310 -0.063 -0.106 0.361 0.120
H 18.507150 -24.957780 1.752710 0.214 -0.235 -0.021 0.113
H 15.848910 -24.674990 -0.085190 0.032 -0.364 0.198 0.088
H 17.615120 -24.774780 -0.511290 -0.138 -0.416 -0.188 0.085
H 16.661880 -23.342870 -0.868130 0.040 0.049 0.048 0.088
C 13.835820 -18.065830 8.383780 -0.078 1.214 1.492 -0.102
O 12.527420 -17.480600 8.499070 0.159 -1.601 -0.267 -0.190
C 11.617310 -18.173040 7.643190 -1.172 1.559 -0.022 -0.207
C 10.217300 -17.491800 7.763680 0.152 0.224 -0.855 -0.174
N 9.315650 -17.945780 6.683380 1.225 0.437 0.328 -0.080
C 8.777820 -19.259210 6.788770 -0.595 -0.390 0.103 -0.234
C 7.777590 -19.467700 5.641590 1.360 -0.698 1.089 -0.233
O 7.553220 -20.868110 5.646550 -2.255 0.452 -1.335 -0.183
C 6.403580 -21.194690 4.800440 1.178 -0.992 0.185 -0.085
H 13.955870 -19.132700 8.572160 -0.716 -0.308 -0.653 0.071
H 14.342980 -17.677260 9.266900 0.435 0.348 -0.195 0.071
H 14.332730 -17.714050 7.479660 0.041 -0.282 -0.120 0.075
H 11.495370 -19.228760 7.885450 0.425 -0.118 0.058 0.096
H 11.965140 -18.020380 6.621520 -0.079 -0.397 -0.295 0.119
H 10.318880 -16.411070 7.664660 0.327 0.034 -0.273 0.112
H 9.854630 -17.592730 8.786610 -0.362 -0.577 0.179 0.111
H 8.575200 -17.319160 6.401990 0.315 0.450 0.471 0.108
H 8.292030 -19.424160 7.750490 -0.581 0.026 0.267 0.120
H 9.523780 -20.053910 6.798930 0.332 0.129 -0.608 0.104
H 8.226410 -19.119700 4.711240 0.095 -0.120 -0.274 0.123
H 6.896140 -18.852170 5.821230 -0.460 -0.231 0.076 0.119
H 6.618330 -21.075000 3.738530 0.249 0.588 -0.090 0.080
H 5.470040 -20.684700 5.038180 0.203 0.229 0.364 0.084
H 6.264850 -22.273140 4.876720 -0.137 0.046 0.424 0.082
C 12.586100 -18.412160 20.717920 0.536 0.711 -0.888 -0.075
O 13.261890 -18.025480 19.494350 0.579 -0.142 1.918 -0.202
C 12.758400 -18.598300 18.329720 -0.508 -0.165 -0.231 -0.247
C 13.336000 -19.967680 17.996780 -0.413 0.227 0.935 -0.240
N 14.642490 -19.731990 17.509330 1.115 -0.502 -2.119 -0.071
C 15.400260 -20.901380 17.013480 0.936 0.791 0.577 -0.177
C 16.486470 -20.599040 15.950400 0.062 0.946 1.070 -0.181
O 17.529910 -19.755050 16.546030 -1.132 -1.006 -0.627 -0.186
C 18.461510 -19.340080 15.582170 0.721 0.094 0.431 -0.145
H 11.572300 -18.017130 20.652650 -0.279 -0.369 0.140 0.084
H 13.077760 -17.906360 21.548910 0.147 0.034 -0.196 0.084
H 12.628680 -19.483430 20.914550 -0.198 -0.085 -0.204 0.080
H 13.120640 -17.923000 17.554580 -0.553 -0.003 -0.317 0.123
H 11.673140 -18.633940 18.424820 -0.290 0.048 -0.422 0.116
H 12.707480 -20.516650 17.295560 0.058 0.129 -0.202 0.124
H 13.388530 -20.544760 18.919990 -0.417 -0.434 0.375 0.111
H 15.144110 -19.168760 18.181070 0.385 -0.222 -0.109 0.117
H 14.789000 -21.723530 16.641310 -0.544 0.437 -0.188 0.115
H 15.903760 -21.344900 17.872480 0.443 -0.293 0.060 0.113
H 16.118390 -20.068750 15.072100 -0.451 0.163 0.039 0.110
H 16.870600 -21.547930 15.576020 0.454 -0.169 0.200 0.112
H 19.121180 -20.145550 15.259420 -0.150 -0.412 -0.284 0.082
H 19.149610 -18.637490 16.052260 -0.219 0.244 0.115 0.075
H 18.019470 -18.863710 14.707090 -0.250 0.021 -0.103 0.075
C 25.337110 -21.867660 11.293150 1.551 -0.202 -0.206 -0.064
O 26.397170 -21.022580 10.771520 -1.061 0.769 0.439 -0.223
C 27.481150 -21.662590 10.113090 -0.742 -1.409 -0.282 -0.192
C 27.102430 -22.219600 8.709890 0.608 1.263 0.270 -0.194
N 26.591420 -21.098330 7.916000 -0.552 -0.516 0.337 -0.053
C 25.968970 -21.538160 6.674820 -0.163 -0.374 -0.482 -0.192
C 24.691720 -22.406260 6.796540 -0.068 1.114 0.664 -0.170
O 23.689620 -21.546350 7.371570 1.722 0.764 -1.209 -0.238
C 22.461080 -22.121050 7.596400 -0.966 0.175 1.455 -0.129
H 24.841260 -22.342270 10.446410 -0.282 -0.282 0.292 0.082
H 24.637220 -21.377670 11.970020 0.028 0.910 -0.622 0.071
H 25.786570 -22.568250 11.996900 0.129 -0.670 -0.397 0.091
H 27.775020 -22.530570 10.703310 0.341 -0.045 0.246 0.116
H 28.304230 -20.949370 10.068920 -0.205 0.026 -0.121 0.125
H 26.373130 -23.026400 8.782570 0.087 -0.241 0.239 0.097
H 27.999240 -22.581570 8.207070 0.091 -0.281 0.189 0.123
H 25.875780 -20.737380 8.530560 -0.190 0.483 -0.186 0.047
H 26.740190 -22.069100 6.116760 -0.060 -0.289 -0.088 0.121
H 25.740250 -20.669420 6.057520 -0.164 0.128 0.112 0.097
H 24.858790 -23.247830 7.468810 -0.044 -0.263 -0.062 0.109
H 24.302370 -22.766310 5.844240 0.311 -0.121 -0.232 0.120
H 22.532170 -22.563530 8.590000 -0.462 -0.988 -0.041 0.096
H 22.066630 -22.780870 6.823650 0.260 -0.212 -0.044 0.102
H 21.741140 -21.318630 7.757370 -0.162 0.125 -0.335 0.061
```
Positions in Å, forces in eV/Å.